1.
This record from the OMol25 dataset describes a molecular structure, C24H51F2N10O11P2RbS2Ti in a non-equilibrium geometry. The level of theory is ωB97M-V with the def2-TZVPD basis set.

Atoms and positions in Å:
Ti (-7.08, -10.98, -15.24)
Rb (-9.14, -8.49, -12.03)
N (-6.17, -8.37, -16.35)
H (-5.86, -8.76, -15.47)
H (-5.37, -8.31, -16.96)
H (-6.53, -7.49, -16.03)
H (-6.95, -8.93, -16.67)
N (-5.73, -9.52, -14.16)
S (-5.50, -8.51, -13.09)
O (-4.57, -7.42, -13.40)
O (-5.95, -9.02, -11.82)
F (-6.82, -7.71, -13.61)
S (-4.21, -10.29, -14.01)
O (-4.17, -11.50, -13.23)
O (-3.00, -9.54, -14.21)
F (-4.35, -10.95, -15.47)
O (-8.72, -10.82, -13.72)
H (-7.84, -10.86, -13.30)
C (-0.83, -7.28, -15.65)
C (0.29, -7.06, -16.41)
C (1.47, -6.58, -15.86)
C (1.63, -6.56, -14.51)
C (0.54, -6.98, -13.72)
C (-0.64, -7.43, -14.26)
N (2.90, -6.16, -13.88)
O (3.58, -5.31, -14.40)
O (3.23, -6.80, -12.86)
H (-1.74, -7.54, -16.17)
H (0.13, -7.15, -17.48)
H (2.24, -6.14, -16.48)
H (0.63, -7.05, -12.64)
H (-1.44, -7.68, -13.58)
C (-4.17, -6.64, -10.26)
C (-5.03, -5.58, -10.12)
C (-5.79, -5.55, -8.95)
C (-5.81, -6.62, -8.09)
C (-5.08, -7.82, -8.35)
C (-4.14, -7.74, -9.40)
N (-6.67, -6.62, -6.88)
O (-7.71, -5.91, -7.02)
O (-6.61, -7.49, -6.03)
H (-3.39, -6.56, -11.01)
H (-5.02, -4.73, -10.79)
H (-6.54, -4.79, -8.83)
H (-5.09, -8.72, -7.75)
H (-3.48, -8.58, -9.50)
O (-4.28, -7.74, -18.38)
P (-4.62, -7.94, -19.82)
N (-5.88, -6.88, -20.27)
C (-5.97, -6.12, -21.56)
C (-7.06, -6.60, -19.41)
N (-5.19, -9.59, -20.12)
C (-4.52, -10.74, -19.50)
C (-5.82, -9.89, -21.38)
N (-3.32, -7.61, -20.87)
C (-3.17, -8.21, -22.30)
C (-2.37, -6.53, -20.53)
H (-6.86, -5.48, -21.52)
H (-6.04, -7.01, -22.18)
H (-5.07, -5.54, -21.71)
H (-6.82, -6.68, -18.35)
H (-7.84, -7.35, -19.52)
H (-7.47, -5.62, -19.65)
H (-3.59, -10.85, -20.06)
H (-4.42, -10.53, -18.43)
H (-5.19, -11.60, -19.53)
H (-6.84, -10.15, -21.11)
H (-5.92, -9.03, -22.04)
H (-5.41, -10.75, -21.91)
H (-3.55, -9.23, -22.23)
H (-3.87, -7.83, -23.05)
H (-2.18, -8.06, -22.74)
H (-2.08, -5.84, -21.32)
H (-1.36, -6.90, -20.38)
H (-2.67, -5.98, -19.64)
O (-8.86, -13.74, -12.13)
P (-8.11, -14.62, -11.19)
N (-8.73, -14.99, -9.65)
C (-8.00, -15.84, -8.68)
C (-9.98, -14.42, -9.11)
N (-6.54, -14.00, -10.80)
C (-6.38, -12.50, -10.75)
C (-5.33, -14.73, -10.48)
N (-7.62, -16.15, -11.85)
C (-6.89, -16.25, -13.16)
C (-8.61, -17.24, -11.58)
H (-7.85, -15.34, -7.72)
H (-7.16, -16.35, -9.14)
H (-8.74, -16.59, -8.42)
H (-9.97, -13.33, -9.21)
H (-10.15, -14.74, -8.09)
H (-10.86, -14.75, -9.68)
H (-6.05, -12.17, -9.76)
H (-5.77, -12.18, -11.59)
H (-7.30, -11.92, -10.87)
H (-4.41, -14.50, -11.00)
H (-4.97, -14.73, -9.45)
H (-5.59, -15.76, -10.74)
H (-6.83, -15.27, -13.64)
H (-5.88, -16.62, -12.97)
H (-7.25, -16.84, -14.01)
H (-8.40, -18.10, -12.22)
H (-9.53, -16.80, -11.95)
H (-8.81, -17.54, -10.55)

- Lowest unoccupied orbital energy (alpha / beta): -5.90 / -8.85 eV
- Gap between HOMO and LUMO (alpha / beta): 5.9 / 3.8 eV
- Net charge: +2
- F_max: 8.66 eV Å⁻¹
- 2S+1: 5
- E_HOMO (alpha / beta): -0.43210 / -0.46605 Ha


2.
This record from the OMol25 dataset describes 3 unconnected molecules or ions with the total composition C24H51N2O6S3 in a non-equilibrium geometry. The level of theory is ωB97M-V with the def2-TZVPD basis set.

Atoms and positions in Å:
C (7.28, -2.25, 5.66)
C (7.26, -1.89, 4.06)
C (6.50, -0.43, 3.85)
N (5.22, -0.59, 3.05)
S (5.27, 0.31, 1.55)
C (6.05, -0.74, 0.18)
C (7.67, -0.98, 0.38)
C (8.18, -2.50, 0.03)
N (7.63, -3.54, 0.98)
C (3.44, 0.67, 1.16)
C (2.70, 0.94, 2.60)
C (1.21, 1.62, 2.48)
C (0.06, 0.55, 1.94)
C (-1.42, 1.27, 1.95)
C (-2.46, 0.59, 3.04)
C (-3.09, -0.86, 2.52)
C (-4.42, -0.49, 1.63)
O (-5.41, -1.58, 1.51)
C (-4.79, -2.90, 1.42)
C (-5.36, -4.05, 2.49)
O (-3.86, -3.28, 0.54)
H (6.36, -2.94, 5.93)
H (8.30, -2.81, 5.86)
H (7.27, -1.32, 6.37)
H (6.74, -2.76, 3.45)
H (8.34, -1.77, 3.58)
H (7.20, 0.36, 3.34)
H (6.19, 0.03, 4.90)
H (4.97, -1.59, 2.88)
H (5.44, -1.74, 0.07)
H (5.91, -0.14, -0.82)
H (8.22, -0.26, -0.40)
H (8.03, -0.64, 1.44)
H (9.36, -2.50, 0.17)
H (7.98, -2.78, -1.11)
H (8.14, -4.43, 0.80)
H (6.61, -3.69, 0.74)
H (3.30, 1.59, 0.43)
H (2.97, -0.27, 0.66)
H (2.53, -0.14, 3.08)
H (3.45, 1.52, 3.29)
H (1.23, 2.56, 1.75)
H (0.89, 1.93, 3.58)
H (0.35, 0.11, 0.89)
H (-0.01, -0.37, 2.68)
H (-1.22, 2.41, 2.23)
H (-1.83, 1.29, 0.84)
H (-1.86, 0.48, 4.06)
H (-3.31, 1.39, 3.21)
H (-3.29, -1.62, 3.40)
H (-2.28, -1.31, 1.78)
H (-4.98, 0.40, 2.21)
H (-4.15, -0.07, 0.58)
H (-4.75, -5.05, 2.46)
H (-6.46, -4.30, 2.09)
H (-5.52, -3.62, 3.57)
C (-5.35, -2.41, -3.31)
C (-4.46, -2.49, -4.55)
C (-4.13, -1.06, -4.98)
S (-4.20, -0.07, -3.49)
O (-5.30, 0.87, -3.61)
O (-2.86, 0.36, -3.15)
C (-4.69, -1.38, -2.40)
H (-5.45, -3.38, -2.81)
H (-6.35, -2.07, -3.59)
H (-3.53, -3.02, -4.30)
H (-4.94, -3.05, -5.36)
H (-3.14, -0.99, -5.42)
H (-4.88, -0.67, -5.68)
H (-5.36, -1.00, -1.63)
H (-3.78, -1.79, -1.94)
C (-4.72, 3.99, -4.05)
C (-3.19, 3.99, -4.07)
C (-2.75, 5.05, -5.08)
S (-4.04, 6.28, -5.11)
O (-4.66, 6.26, -6.42)
O (-3.56, 7.50, -4.49)
C (-5.13, 5.45, -3.96)
H (-5.11, 3.41, -3.21)
H (-5.10, 3.54, -4.97)
H (-2.81, 4.24, -3.07)
H (-2.78, 3.01, -4.33)
H (-1.81, 5.52, -4.77)
H (-2.65, 4.64, -6.08)
H (-6.17, 5.62, -4.25)
H (-4.94, 5.85, -2.97)

- Lowest unoccupied orbital energy: -2.59 eV
- Gap between HOMO and LUMO: 8.6 eV
- Net charge: +1
- F_max: 8.22 eV Å⁻¹
- E_HOMO: -0.41046 Ha


3.
This record from the OMol25 dataset describes a molecular structure, C24H52ClLuNP2 in a non-equilibrium geometry. The level of theory is ωB97M-V with the def2-TZVPD basis set.

Atoms and positions in Å:
Lu (0.57, -0.19, -0.37)
P (0.12, -2.74, -0.65)
C (1.16, -3.31, -2.04)
C (0.47, -3.70, 0.83)
C (-1.60, -2.78, -1.23)
C (2.56, -2.67, -2.20)
H (0.55, -3.02, -2.91)
C (1.28, -4.83, -1.95)
H (2.07, -5.13, -1.25)
H (1.57, -5.18, -2.95)
H (0.34, -5.33, -1.68)
H (2.51, -1.73, -2.75)
H (3.17, -3.37, -2.79)
H (3.07, -2.50, -1.24)
H (-1.55, -2.21, -2.17)
C (-2.65, -2.12, -0.33)
C (-2.01, -4.22, -1.51)
H (-1.56, -4.58, -2.44)
H (-3.10, -4.24, -1.64)
H (-1.76, -4.89, -0.68)
H (-2.22, -1.38, 0.35)
H (-3.20, -2.82, 0.30)
H (-3.37, -1.61, -0.97)
C (1.92, -3.49, 1.33)
H (0.38, -4.70, 0.39)
C (-0.56, -3.55, 1.96)
H (2.66, -3.88, 0.63)
H (2.01, -4.03, 2.28)
H (2.13, -2.43, 1.53)
H (-0.75, -2.50, 2.22)
H (-0.15, -4.04, 2.85)
H (-1.50, -4.04, 1.70)
Cl (1.01, -0.50, 2.03)
H (2.33, -0.46, -0.90)
H (-1.21, 0.07, -0.84)
P (0.87, 2.39, -0.55)
C (-0.35, 3.06, -1.72)
C (0.79, 3.28, 1.02)
C (2.49, 2.47, -1.38)
C (-1.74, 2.44, -1.75)
H (0.11, 2.83, -2.69)
C (-0.47, 4.57, -1.51)
H (-1.13, 4.80, -0.67)
H (-0.91, 4.98, -2.42)
H (0.50, 5.05, -1.36)
H (-1.78, 1.49, -2.28)
H (-2.46, 3.13, -2.23)
H (-2.11, 2.32, -0.74)
H (2.28, 1.97, -2.34)
C (3.66, 1.70, -0.70)
C (2.87, 3.93, -1.63)
H (2.26, 4.37, -2.42)
H (3.92, 3.95, -1.95)
H (2.79, 4.53, -0.71)
H (3.33, 0.98, 0.07)
H (4.36, 2.40, -0.23)
H (4.19, 1.14, -1.48)
C (-0.56, 3.13, 1.72)
H (0.83, 4.29, 0.63)
C (1.95, 3.01, 1.98)
H (-1.39, 3.67, 1.25)
H (-0.49, 3.35, 2.80)
H (-0.85, 2.09, 1.70)
H (2.06, 1.95, 2.25)
H (1.74, 3.58, 2.90)
H (2.88, 3.39, 1.56)
C (-3.58, 0.67, -0.51)
C (-2.60, 0.75, 0.65)
C (-3.24, 0.93, 1.87)
C (-2.52, 0.76, 3.04)
C (-1.20, 0.56, 3.08)
C (-0.33, 0.82, 4.20)
N (-1.29, 0.68, 0.71)
H (-4.35, -0.05, -0.18)
H (-3.30, 0.39, -1.54)
H (-4.12, 1.63, -0.56)
H (-4.33, 1.05, 1.77)
H (-3.04, 0.92, 3.94)
H (-0.55, 1.84, 4.51)
H (-0.60, 0.10, 4.94)
H (0.75, 0.78, 4.04)

- Lowest unoccupied orbital energy (alpha / beta): 2.69 / 2.70 eV
- Gap between HOMO and LUMO (alpha / beta): 4.5 / 4.5 eV
- Net charge: -1
- F_max: 3.75 eV Å⁻¹
- E_HOMO (alpha / beta): -0.06785 / -0.06786 Ha


4.
This record from the OMol25 dataset describes a molecular structure, C24H52FNO12S6 in a non-equilibrium geometry. The level of theory is ωB97M-V with the def2-TZVPD basis set.

Atoms and positions in Å:
N (0.00, 0.10, 0.00)
H (-0.17, -0.81, -0.14)
H (0.98, 0.25, 0.11)
H (-0.56, 0.61, 0.61)
H (-0.25, 0.56, -0.95)
F (2.19, 0.82, -1.84)
C (-2.07, -2.80, 4.18)
C (-1.22, -1.48, 4.46)
C (-1.72, -0.31, 3.58)
S (-3.02, -0.84, 2.53)
O (-2.69, -0.60, 1.22)
O (-4.28, -0.45, 3.14)
C (-2.76, -2.53, 2.83)
H (-3.06, -2.99, 4.83)
H (-1.47, -3.65, 4.28)
H (-0.23, -1.72, 4.44)
H (-1.40, -1.65, 5.65)
H (-0.95, -0.02, 3.08)
H (-1.82, 0.55, 4.25)
H (-2.14, -2.76, 1.83)
H (-3.63, -3.32, 2.83)
C (-3.19, 5.01, -3.13)
C (-3.77, 3.71, -3.59)
C (-4.27, 3.05, -2.37)
S (-3.09, 3.39, -1.03)
O (-2.37, 2.19, -0.70)
O (-3.80, 3.93, 0.07)
C (-2.24, 4.75, -1.92)
H (-3.82, 5.67, -2.68)
H (-2.68, 5.46, -3.98)
H (-2.94, 3.17, -4.14)
H (-4.47, 3.84, -4.20)
H (-4.48, 1.96, -2.25)
H (-5.18, 3.52, -1.77)
H (-1.26, 4.59, -2.19)
H (-2.20, 5.58, -1.40)
C (2.24, -4.31, -3.16)
C (2.11, -5.25, -2.03)
C (2.88, -4.70, -0.81)
S (2.71, -2.95, -0.88)
O (4.08, -2.43, -0.52)
O (1.55, -2.48, -0.14)
C (2.42, -2.94, -2.57)
H (1.35, -4.58, -3.84)
H (3.06, -4.61, -3.93)
H (2.44, -6.08, -1.97)
H (1.01, -5.15, -1.92)
H (4.12, -5.09, -1.02)
H (2.60, -5.04, 0.24)
H (3.28, -2.45, -2.85)
H (1.52, -2.18, -2.86)
C (-4.09, -4.07, -2.30)
C (-3.21, -4.55, -3.38)
C (-1.79, -4.35, -2.86)
S (-1.90, -3.12, -1.80)
O (-1.01, -2.15, -2.21)
O (-1.65, -3.59, -0.47)
C (-3.56, -2.69, -1.94)
H (-4.04, -4.65, -1.33)
H (-5.06, -4.10, -2.79)
H (-3.24, -3.97, -4.39)
H (-3.50, -5.48, -3.78)
H (-1.30, -4.21, -3.67)
H (-1.48, -5.30, -2.45)
H (-3.56, -2.12, -2.76)
H (-3.73, -2.37, -0.96)
C (2.32, 5.78, 1.15)
C (2.90, 4.78, 0.13)
C (1.71, 3.97, -0.43)
S (0.53, 4.05, 0.86)
O (0.33, 2.75, 1.41)
O (-0.63, 4.83, 0.51)
C (1.48, 4.91, 2.06)
H (1.89, 6.62, 0.64)
H (3.29, 6.19, 1.68)
H (3.53, 4.22, 0.48)
H (3.38, 5.40, -0.72)
H (1.90, 2.82, -0.52)
H (1.01, 4.41, -1.27)
H (2.16, 4.21, 2.59)
H (0.87, 5.37, 2.70)
C (4.56, 1.59, 3.24)
C (4.30, 1.65, 1.74)
C (3.96, 0.14, 1.35)
S (2.96, -0.53, 2.59)
O (3.23, -1.90, 2.69)
O (1.61, 0.03, 2.37)
C (3.91, 0.35, 3.81)
H (4.27, 2.40, 3.75)
H (5.63, 1.44, 3.54)
H (5.11, 2.37, 1.12)
H (3.18, 2.11, 1.63)
H (5.11, -0.21, 1.29)
H (3.38, 0.18, 0.49)
H (4.75, -0.38, 4.11)
H (3.19, 0.61, 4.69)

- Lowest unoccupied orbital energy: 0.19 eV
- Gap between HOMO and LUMO: 7.9 eV
- Net charge: 0
- F_max: 11.86 eV Å⁻¹
- E_HOMO: -0.28480 Ha